1.
{"formula": "C18H24N6O2", "method": "wB97M-V/def2-TZVPD", "homo_ev": -7.48, "de_lowest_kcal_mol": 519.5, "gap_ev": 7.185, "lumo_energy_ev": -0.3, "elements": ["C", "C", "C", "C", "C", "C", "C", "C", "H", "H", "H", "H", "N", "C", "N", "C", "N", "C", "H", "C", "H", "C", "C", "H", "H", "H", "C", "C", "H", "H", "H", "H", "H", "H", "H", "C", "N", "O", "O", "C", "N", "N", "H", "H", "H", "H", "H", "H", "H", "H"], "xyz": [[7.4517, 0.8035, 0.0519], [6.0585, 0.8576, 0.0121], [5.4200, 2.1505, 0.2872], [3.9392, 2.1087, 0.3386], [3.1347, 0.8330, -0.0374], [3.6925, -0.2748, -0.1364], [5.0404, -0.3957, -0.0726], [5.7628, -1.5546, -0.6922], [6.3758, -1.8736, 0.1518], [6.4423, -1.5258, -1.4701], [4.9784, -2.1449, -0.7289], [3.0374, -0.9595, -0.4866], [1.7488, 0.9619, 0.0648], [0.7510, 0.3303, 0.0661], [-0.4991, 0.7585, -0.0233], [-1.6162, -0.0690, 0.1586], [-2.7024, 0.3917, -0.0544], [-3.9615, -0.1677, -0.5097], [-4.3957, -0.4228, 0.1819], [-4.8092, 0.9051, -1.2780], [-5.6701, 0.3089, -1.9105], [-5.4040, 2.1132, -0.3691], [-6.6426, 1.8070, 0.1622], [-6.6367, 0.8303, 0.8680], [-7.3982, 1.7269, -0.9028], [-6.8697, 2.5243, 0.7507], [-4.2351, 2.1418, 0.5601], [-2.8032, 2.1486, 0.0532], [-2.1702, 2.2381, 0.9355], [-2.5750, 2.4774, -0.7759], [-4.2800, 3.4895, 0.7939], [-4.4892, 1.7071, 1.3260], [-5.3772, 2.9392, -1.1430], [-4.2063, 1.1152, -2.2479], [-3.6556, -1.0173, -1.2255], [-1.3129, -1.2540, 0.0758], [-2.2879, -2.3411, 0.3196], [-3.2145, -1.9086, 1.4842], [-2.2306, -3.5047, 0.2232], [-0.1307, -1.7647, -0.1196], [1.0799, -1.1145, -0.0610], [0.1296, -3.1085, -0.1968], [1.1363, -3.5009, -0.4169], [-0.5320, -3.9932, -0.2798], [1.2776, 2.1380, 0.2932], [3.5609, 3.0169, 0.5876], [5.9316, 2.8356, 0.5544], [7.9108, -0.0673, 0.7271], [7.7685, 0.5856, -1.1243], [7.7037, 1.8404, 0.2423]], "atomic_forces_ev_per_a": [[3.65, -2.57, -2.61], [-8.83, -0.62, 1.93], [-9.57, -13.36, -3.55], [3.11, -4.48, -2.04], [-1.31, 11.97, 3.82], [4.57, -4.61, -0.96], [6.73, 4.75, -2.60], [1.24, 1.76, 4.58], [0.31, -0.78, 0.07], [0.71, 0.81, -2.09], [-3.02, -4.19, -1.22], [-1.16, -3.22, -0.59], [5.49, 14.09, 1.34], [-7.89, -12.16, -1.39], [-0.17, 2.19, 1.50], [6.25, 8.00, -0.85], [-7.82, 8.54, -1.25], [7.99, 4.41, -13.60], [-8.19, -5.70, 12.68], [-1.36, -2.26, -3.68], [1.53, 1.13, 2.07], [6.63, -1.95, -6.21], [-3.72, -7.06, -3.67], [-0.17, 1.84, -2.02], [1.64, -0.01, 3.80], [-2.66, 5.06, 3.98], [2.02, 12.61, -6.92], [-3.65, -8.99, 10.00], [0.29, 0.75, -0.77], [2.28, 3.69, -8.07], [0.12, -3.53, 0.47], [-1.45, -4.74, 8.40], [-0.36, -0.40, 1.33], [-0.57, 0.80, 1.87], [-0.94, 1.01, 1.08], [-2.86, -13.69, -0.06], [-3.77, 4.12, 7.91], [2.88, -0.98, -4.69], [-0.11, -1.36, -1.80], [9.33, -3.53, -0.36], [-4.19, 2.39, 0.05], [1.18, -5.32, -1.42], [-2.64, 2.27, 0.83], [1.52, 3.62, 0.23], [2.44, -4.09, -1.12], [-2.04, 2.28, 0.61], [6.18, 9.28, 3.13], [-0.77, 2.19, -1.40], [-0.10, 0.33, 2.87], [1.28, -0.26, 0.42]]}

***

2.
{"formula": "C39H60BN7O2S4Sr", "method": "wB97M-V/def2-TZVPD", "homo_ev": -12.85, "gap_ev": 7.572, "total_charge": 2, "lumo_energy_ev": -5.3, "elements": ["Sr", "C", "C", "C", "C", "N", "N", "B", "N", "N", "C", "C", "C", "C", "C", "S", "C", "C", "C", "C", "N", "N", "C", "C", "C", "C", "C", "S", "C", "C", "C", "C", "C", "S", "C", "C", "C", "C", "H", "H", "H", "H", "H", "H", "H", "H", "H", "H", "H", "H", "H", "H", "H", "H", "H", "H", "H", "H", "H", "H", "H", "H", "H", "H", "H", "H", "H", "H", "H", "H", "H", "H", "H", "H", "H", "H", "H", "O", "C", "C", "C", "C", "C", "C", "C", "C", "N", "H", "H", "H", "H", "H", "H", "H", "H", "H", "H", "H", "C", "C", "S", "O", "C", "C", "H", "H", "H", "H", "H", "H", "H", "H", "H", "H"], "xyz": [[-1.3136, 1.1307, -1.7545], [3.4358, 4.2604, -1.5179], [3.0344, 3.1298, -0.6353], [3.4318, 3.0654, 0.6654], [3.0658, 1.9867, 1.5196], [2.3917, 1.0407, 0.9405], [1.9359, 1.0965, -0.3265], [1.3483, -0.0243, 0.5142], [1.9018, -1.4129, 0.3188], [2.6732, -1.8538, 1.3340], [3.0904, -3.0835, 1.2858], [2.7809, -3.9130, 0.1670], [1.9723, -3.4802, -0.8319], [1.5920, -4.3285, -1.9992], [1.4563, -2.1461, -0.7143], [0.3297, -1.4987, -1.7982], [3.9248, -3.6210, 2.4378], [3.8705, -2.6817, 3.6412], [3.3832, -4.9949, 2.8626], [5.3743, -3.7698, 1.9544], [-0.0176, -0.0197, 1.2251], [-0.3069, -1.2677, 1.6543], [-1.3388, -1.4730, 2.4098], [-2.1610, -0.3892, 2.8182], [-1.8974, 0.8708, 2.3890], [-2.7420, 2.0363, 2.7904], [-0.7707, 1.0756, 1.5136], [-0.4408, 2.6069, 0.8626], [-1.5724, -2.9262, 2.8105], [-1.7945, -3.7443, 1.5313], [-0.3205, -3.4351, 3.5365], [-2.7866, -3.0715, 3.7267], [2.1360, 2.1114, -1.1677], [1.4114, 2.2413, -2.6783], [3.4616, 1.8309, 2.9669], [3.5567, 3.1964, 3.6500], [4.8383, 1.1423, 2.9687], [2.4322, 0.9519, 3.6862], [4.1442, 4.9162, -1.0178], [2.5560, 4.8326, -1.8163], [3.8782, 3.8776, -2.4387], [4.0432, 3.8589, 1.0709], [3.1875, -4.9147, 0.1283], [2.0865, -5.2960, -1.9519], [1.8582, -3.8311, -2.9327], [0.5113, -4.4768, -2.0216], [2.8472, -2.5642, 4.0042], [4.2618, -1.6961, 3.3977], [4.4749, -3.0968, 4.4478], [2.3263, -4.9441, 3.1295], [3.9338, -5.3384, 3.7386], [3.5082, -5.7514, 2.0878], [5.7976, -2.8018, 1.6800], [5.4465, -4.4322, 1.0898], [5.9848, -4.1960, 2.7511], [-2.9993, -0.5674, 3.4771], [-3.5215, 1.7247, 3.4824], [-3.1985, 2.5023, 1.9153], [-2.1298, 2.8074, 3.2592], [-0.9407, -3.6529, 0.8584], [-2.6872, -3.4034, 1.0009], [-1.9333, -4.7959, 1.7842], [0.5586, -3.3418, 2.8980], [-0.4508, -4.4847, 3.8039], [-0.1412, -2.8715, 4.4548], [-3.7071, -2.7371, 3.2431], [-2.6608, -2.5211, 4.6611], [-2.9181, -4.1225, 3.9827], [4.3375, 3.8236, 3.2195], [3.8117, 3.0471, 4.6988], [2.6076, 3.7338, 3.6067], [5.5965, 1.7743, 2.5029], [4.7925, 0.1962, 2.4285], [5.1453, 0.9465, 3.9965], [1.4318, 1.3869, 3.6140], [2.6959, 0.8830, 4.7414], [2.4179, -0.0617, 3.2800], [-3.1313, -0.4531, -0.8234], [-3.4643, -1.5809, -1.6713], [-4.5761, -1.2541, -2.6489], [-4.2946, -0.0649, -3.5797], [-3.1485, -0.2950, -4.5306], [-3.3470, -0.9554, -5.7364], [-2.2769, -1.1523, -6.5917], [-1.0252, -0.6838, -6.2226], [-0.9022, -0.0425, -5.0064], [-1.9347, 0.1522, -4.1733], [-3.9251, -0.1753, -0.3512], [-3.7471, -2.4245, -1.0402], [-2.5350, -1.8421, -2.1787], [-5.4972, -1.0547, -2.0929], [-4.7689, -2.1509, -3.2434], [-4.1066, 0.8404, -2.9967], [-5.1972, 0.1260, -4.1617], [-4.3377, -1.3014, -6.0013], [-2.4186, -1.6600, -7.5366], [-0.1622, -0.8110, -6.8599], [0.0616, 0.3263, -4.6704], [-2.8621, 5.4180, -5.1576], [-3.3918, 4.3407, -4.2219], [-2.3579, 4.1598, -2.7623], [-2.9021, 2.9360, -2.0313], [-2.8799, 5.5773, -1.7795], [-4.3188, 5.5018, -1.3003], [-3.4754, 5.4487, -6.0566], [-1.8343, 5.2150, -5.4573], [-2.9021, 6.4082, -4.7045], [-3.3486, 3.3506, -4.6804], [-4.4169, 4.5211, -3.9004], [-2.6778, 6.4565, -2.3945], [-2.1760, 5.5941, -0.9460], [-5.0317, 5.6287, -2.1132], [-4.4969, 6.3000, -0.5813], [-4.5125, 4.5496, -0.8092]], "atomic_forces_ev_per_a": [[0.26, -0.24, 0.11], [0.00, -0.01, -0.01], [0.01, 0.02, -0.02], [0.08, -0.04, -0.01], [-0.01, -0.03, 0.03], [-0.17, 0.00, -0.04], [0.02, 0.06, -0.08], [0.00, -0.09, 0.30], [-0.08, 0.06, -0.15], [0.03, 0.03, 0.04], [0.02, -0.06, 0.00], [-0.03, 0.01, 0.01], [0.03, -0.01, 0.00], [0.00, 0.02, 0.01], [0.01, 0.04, 0.04], [-0.10, -0.01, -0.15], [-0.02, -0.02, 0.01], [0.00, 0.00, -0.04], [0.02, 0.01, -0.01], [0.00, 0.03, 0.00], [0.04, 0.07, -0.05], [0.04, -0.01, -0.03], [-0.06, -0.02, 0.04], [0.03, -0.04, 0.00], [0.01, 0.05, 0.00], [0.02, 0.00, -0.01], [-0.07, -0.06, 0.04], [-0.04, -0.03, -0.12], [0.00, 0.01, 0.01], [-0.01, 0.02, 0.00], [0.00, 0.01, 0.00], [0.01, 0.01, -0.01], [0.00, 0.07, -0.06], [-0.16, -0.07, 0.11], [0.02, -0.05, 0.01], [-0.04, 0.01, 0.01], [-0.01, 0.06, -0.01], [0.04, -0.03, -0.01], [0.00, 0.00, 0.01], [0.00, -0.01, 0.00], [0.00, 0.00, 0.00], [0.00, 0.00, 0.00], [0.00, 0.00, 0.00], [0.00, 0.00, 0.00], [0.00, 0.00, 0.00], [0.00, 0.00, 0.00], [0.01, 0.01, 0.00], [0.00, 0.01, 0.01], [0.00, -0.02, 0.01], [0.00, 0.01, 0.01], [0.00, -0.01, 0.00], [0.00, -0.01, 0.00], [0.00, 0.00, 0.00], [0.00, 0.00, 0.00], [0.01, 0.00, 0.00], [0.00, 0.00, 0.00], [0.00, 0.00, 0.00], [0.01, 0.00, 0.00], [0.00, 0.00, 0.01], [0.00, 0.00, 0.00], [0.01, 0.00, 0.00], [0.00, 0.00, 0.00], [-0.01, 0.00, 0.00], [0.00, 0.00, 0.00], [0.00, 0.00, 0.00], [0.00, 0.00, 0.00], [-0.01, 0.00, 0.00], [0.00, 0.00, 0.00], [0.00, 0.00, 0.00], [-0.01, 0.00, 0.00], [0.00, 0.01, -0.01], [0.01, -0.01, 0.00], [0.03, -0.02, 0.01], [0.00, 0.00, 0.00], [0.00, 0.00, 0.02], [0.00, 0.01, 0.00], [-0.02, 0.03, -0.01], [0.06, 0.11, -0.07], [-0.02, 0.02, 0.00], [0.00, 0.02, -0.01], [0.01, -0.03, 0.00], [0.01, 0.02, -0.01], [-0.01, -0.01, 0.00], [0.00, -0.01, -0.01], [0.01, 0.01, 0.00], [-0.03, -0.05, 0.03], [0.07, 0.04, 0.19], [0.00, -0.02, 0.01], [0.03, -0.01, -0.01], [0.00, 0.00, 0.00], [0.00, 0.00, 0.00], [0.00, -0.01, 0.01], [0.00, 0.00, 0.00], [0.00, 0.01, 0.00], [0.00, 0.00, 0.00], [0.00, 0.00, 0.00], [0.00, 0.00, 0.00], [0.00, 0.00, 0.00], [-0.01, 0.01, 0.02], [-0.02, -0.01, -0.01], [-0.05, 0.27, -0.10], [0.00, -0.07, -0.04], [0.00, 0.00, 0.01], [0.00, 0.00, -0.01], [0.00, -0.01, 0.00], [0.00, 0.01, 0.00], [0.00, 0.00, 0.00], [0.01, 0.01, -0.02], [0.00, -0.03, 0.01], [0.02, -0.01, 0.00], [-0.01, -0.02, 0.01], [0.00, 0.01, 0.00], [0.00, 0.00, 0.00], [0.00, 0.00, 0.00]]}